A 2-piece molecular cluster, C5H10O overall. Source: the Open Molecules 2025 dataset; level of theory: the ωB97M-V functional and the def2-TZVPD basis.

Structure (XYZ):
```
16
Properties=species:S:1:pos:R:3:lowdin_charge:R:1
O 0.498 -1.213 -1.275 -0.15
C 1.056 0.504 1.141 -0.05
C 0.803 0.036 -1.874 -0.16
C -1.595 0.416 0.628 -0.09
C 0.793 -0.761 1.083 -0.05
C -0.354 0.118 1.467 -0.31
H 0.363 0.922 -1.388 0.07
H -2.368 -0.343 0.806 0.07
H 0.478 0.011 -2.915 0.08
H -0.619 0.092 2.528 0.11
H -2.022 1.382 0.923 0.07
H 1.826 1.250 1.217 0.09
H -1.419 0.471 -0.452 0.05
H 1.148 -1.776 1.054 0.11
H 1.889 0.165 -1.828 0.09
H -0.450 -1.275 -1.100 0.08
```

Calculated values
ΔE to the lowest compared entry with this formula, charge and spin in eV: 3.7020
SMILES string: CC1C=C1.CO
Largest force on an atom in eV Å⁻¹: 0.572
Orbital gap in eV: 9.889
Net charge: 0
Total energy in eV: -7391.063
LUMO in eV: 1.054

***

A 2-piece molecular cluster, C5H10O overall. Source: the Open Molecules 2025 dataset; level of theory: the ωB97M-V functional and the def2-TZVPD basis.

Structure (XYZ):
```
16
Properties=species:S:1:pos:R:3:lowdin_charge:R:1
O -0.444 1.875 -2.319 -0.07
C -1.641 2.106 -1.847 0.00
C 0.230 -0.727 -0.466 -0.21
C 0.469 -1.584 0.798 -0.18
C 0.456 0.531 0.416 -0.20
C 0.150 -0.338 1.651 -0.18
H 1.503 0.848 0.390 0.11
H -0.811 -0.810 -0.807 0.10
H -1.848 1.290 -1.095 -0.01
H 0.900 -0.898 -1.317 0.10
H -0.914 -0.292 1.907 0.11
H -0.149 -2.476 0.935 0.10
H 0.741 -0.162 2.554 0.10
H 1.523 -1.866 0.886 0.11
H -0.176 1.411 0.262 0.08
H 0.011 1.091 -1.947 0.06
```

Calculated values
ΔE to the lowest compared entry with this formula, charge and spin in eV: 4.2278
Largest force on an atom in eV Å⁻¹: 0.374
Orbital gap in eV: 9.534
Net charge: 0
Total energy in eV: -7390.538
LUMO in eV: 0.759

***

A 2-piece molecular cluster, C5H10O overall. Source: the Open Molecules 2025 dataset; level of theory: the ωB97M-V functional and the def2-TZVPD basis.

Structure (XYZ):
```
16
Properties=species:S:1:pos:R:3:lowdin_charge:R:1
O -1.301 -1.483 -0.824 0.06
C -0.762 -0.477 -0.444 -0.47
C -0.901 0.998 -0.805 -0.08
C 0.282 1.296 0.153 -0.13
C 0.460 -0.221 0.441 -0.30
C 1.658 -0.919 -0.190 -0.06
H 0.355 -0.502 1.496 0.13
H -1.863 1.466 -0.574 0.12
H -2.086 -0.601 1.695 0.08
H -0.005 1.880 1.032 0.10
H 1.147 1.775 -0.315 0.11
H 1.522 -2.003 -0.117 0.09
H -0.688 1.145 -1.869 0.12
H 1.724 -0.666 -1.255 0.09
H -2.188 -1.155 1.212 0.07
H 2.599 -0.641 0.291 0.08
```

Calculated values
ΔE to the lowest compared entry with this formula, charge and spin in eV: 1.8867
SMILES string: C[C@H]1CCC1=O.[H][H]
Largest force on an atom in eV Å⁻¹: 0.579
Orbital gap in eV: 10.449
Net charge: 0
Total energy in eV: -7392.879
LUMO in eV: 1.028

***

One molecule with the formula C5H10O. Source: the Open Molecules 2025 dataset; level of theory: the ωB97M-V functional and the def2-TZVPD basis.

Structure (XYZ):
```
16
Properties=species:S:1:pos:R:3:lowdin_charge:R:1
O 2.030 0.433 -0.923 -0.01
C -1.192 0.530 1.072 -0.04
C -0.247 -0.112 0.059 -0.47
C 1.169 0.404 0.176 -0.34
C -0.780 -0.432 -1.323 -0.04
C 0.846 -0.963 0.672 -0.04
H -2.178 0.745 0.644 0.08
H -1.278 0.446 -1.756 0.08
H -1.338 -0.098 1.960 0.08
H 0.041 -0.706 -1.992 0.08
H 1.282 1.216 0.905 0.14
H 0.804 -1.149 1.743 0.11
H -1.505 -1.254 -1.319 0.08
H 1.262 -1.774 0.079 0.12
H -0.759 1.479 1.432 0.08
H 1.843 1.234 -1.426 0.10
```

Calculated values
ΔE to the lowest compared entry with this formula, charge and spin in eV: 1.1564
SMILES string: CC1(C)C[C@H]1O
Largest force on an atom in eV Å⁻¹: 0.444
Orbital gap in eV: 10.242
Net charge: 0
Total energy in eV: -7393.609
LUMO in eV: 0.901

***

C5H10O as an isolated structure. Source: the Open Molecules 2025 dataset; level of theory: the ωB97M-V functional and the def2-TZVPD basis.

Structure (XYZ):
```
16
Properties=species:S:1:pos:R:3:lowdin_charge:R:1
O 0.970 0.839 -1.294 -0.10
C 1.796 -0.882 0.143 -0.06
C -1.669 0.695 0.253 -0.13
C -0.622 0.109 0.861 -0.18
C 1.192 0.486 -0.111 -0.42
C -1.440 -0.735 -0.069 -0.13
H -2.148 -1.485 0.290 0.10
H 1.445 1.266 0.631 0.13
H -0.461 1.416 -1.421 0.14
H -2.481 1.385 0.429 0.11
H 2.830 -0.873 -0.220 0.08
H -1.221 1.483 -1.124 0.10
H -0.983 -0.967 -1.037 0.09
H -0.262 0.049 1.877 0.12
H 1.249 -1.648 -0.414 0.08
H 1.806 -1.139 1.206 0.08
```

Calculated values
ΔE to the lowest compared entry with this formula, charge and spin in eV: 5.5854
Largest force on an atom in eV Å⁻¹: 0.274
Orbital gap in eV: 9.510
Net charge: 0
Total energy in eV: -7389.180
LUMO in eV: 0.402

***

A 2-piece molecular cluster, C5H10O overall. Source: the Open Molecules 2025 dataset; level of theory: the ωB97M-V functional and the def2-TZVPD basis.

Structure (XYZ):
```
16
Properties=species:S:1:pos:R:3:lowdin_charge:R:1
O -1.177 -1.005 0.672 -0.09
C 0.609 0.484 0.093 -0.34
C -1.064 -0.898 -0.678 -0.22
C -0.325 0.015 1.229 -0.14
C 1.993 -0.163 0.115 -0.07
C -0.155 -0.028 -1.108 -0.10
H 0.707 1.577 0.122 0.14
H -1.780 -1.494 -1.230 0.13
H 0.202 -0.416 2.086 0.12
H -2.268 1.018 -0.770 0.04
H -0.974 0.828 1.580 0.12
H 1.881 -1.253 0.089 0.09
H -2.928 1.009 -0.425 0.07
H 2.574 0.114 1.001 0.08
H 0.090 0.178 -2.141 0.11
H 2.559 0.132 -0.777 0.08
```

Calculated values
ΔE to the lowest compared entry with this formula, charge and spin in eV: 2.0371
SMILES string: C[C@H]1C=COC1.[H][H]
Largest force on an atom in eV Å⁻¹: 0.410
Orbital gap in eV: 9.601
Net charge: 0
Total energy in eV: -7392.728
LUMO in eV: 1.165

***

One molecule with the formula C5H10O. Source: the Open Molecules 2025 dataset; level of theory: the ωB97M-V functional and the def2-TZVPD basis.

Structure (XYZ):
```
16
Properties=species:S:1:pos:R:3:lowdin_charge:R:1
O 0.536 -1.878 0.239 -0.01
C -1.095 -0.900 -1.283 -0.06
C 1.100 1.301 0.999 -0.10
C -0.720 -1.276 0.108 -0.35
C -0.800 0.182 -0.268 -0.25
C 0.483 0.983 -0.368 -0.23
H 0.681 2.211 1.441 0.07
H -0.324 -1.082 -2.027 0.11
H -1.663 0.720 0.123 0.14
H -1.493 -1.680 0.764 0.14
H 0.289 1.915 -0.910 0.11
H -2.111 -1.077 -1.624 0.10
H 0.906 0.473 1.689 0.06
H 0.829 -1.744 1.149 0.09
H 2.186 1.441 0.936 0.07
H 1.195 0.409 -0.969 0.11
```

Calculated values
ΔE to the lowest compared entry with this formula, charge and spin in eV: 1.1708
SMILES string: CC[C@H]1C[C@H]1O
Largest force on an atom in eV Å⁻¹: 0.290
Orbital gap in eV: 10.550
Net charge: 0
Total energy in eV: -7393.595
LUMO in eV: 0.993

***

One molecule with the formula C5H10O. Source: the Open Molecules 2025 dataset; level of theory: the ωB97M-V functional and the def2-TZVPD basis.

Structure (XYZ):
```
16
Properties=species:S:1:pos:R:3:lowdin_charge:R:1
O -0.395 -0.176 0.031 -0.11
C 1.070 -0.695 -1.860 -0.09
C 0.472 0.311 -0.940 -0.37
C 1.940 0.010 -0.847 -0.09
C -0.376 0.588 1.222 -0.28
C -1.597 0.218 2.039 -0.08
H -2.508 0.438 1.475 0.08
H -0.387 1.663 0.982 0.12
H -1.620 0.785 2.975 0.08
H -1.593 -0.851 2.276 0.08
H 0.552 0.390 1.782 0.12
H 1.175 -0.443 -2.911 0.10
H 0.819 -1.732 -1.657 0.11
H 2.274 -0.571 0.008 0.10
H 0.180 1.281 -1.350 0.15
H 2.645 0.759 -1.198 0.10
```

Calculated values
ΔE to the lowest compared entry with this formula, charge and spin in eV: 1.4233
SMILES string: CCOC1CC1
Largest force on an atom in eV Å⁻¹: 0.268
Orbital gap in eV: 10.796
Net charge: 0
Total energy in eV: -7393.342
LUMO in eV: 1.226

***

Number 1: highest occupied orbital energy -8.83 eV. Number 2: highest occupied orbital energy -8.77 eV. Number 3: highest occupied orbital energy -9.42 eV. Number 4: highest occupied orbital energy -9.34 eV. Number 5: highest occupied orbital energy -9.11 eV. Number 6: highest occupied orbital energy -8.44 eV. Number 7: highest occupied orbital energy -9.56 eV. Number 8: highest occupied orbital energy -9.57 eV.